Entry from the OMol25 dataset: one molecule with the formula C3H2S2 at a distorted geometry (wB97M-V/def2-TZVPD).

- Calculated total energy: -24811.3190 eV
- 2S+1: 1
- Gap between HOMO and LUMO: 8.1 eV
- Total charge: 0
- F_max: 0.095 Eh/bohr
- SMILES: S=C=CC=S
- ΔE to the lowest compared entry with this formula, charge and spin: 0.161 eV

Structure (XYZ):
```
7
Properties=species:S:1:pos:R:3:forces:R:3
C 0.43742 -0.40358 0.41163 0.3 0.9 -4.6
C 0.38871 0.18826 -0.99949 -2.6 1.3 3.0
C -0.54361 -0.13802 1.17375 -2.9 2.2 3.3
S -1.60711 0.48910 2.13206 0.6 -0.8 -0.8
S -0.68429 1.26645 -1.59134 0.3 -0.4 0.5
H 0.90278 -1.31228 0.52591 1.6 -1.8 0.4
H 1.10611 -0.08994 -1.65253 2.5 -1.3 -1.7
```
Forces are in eV/Å.

These are the Mulliken partial charges, in e, on atoms 1 to 5: number 1, C, carries -0.113; number 2, C, carries -0.274; number 3, C, carries 0.175; number 4, S, carries -0.248; number 5, S, carries -0.238